a.
This record from the Open Molecules 2025 dataset describes a cluster of 2 separate species, C5H8OS in total. The level of theory is the ωB97M-V functional and the def2-TZVPD basis.

Values from the calculation:
Highest occupied orbital energy ... -9.3 eV
SMILES ... C=C(C)C.O=C=S
HOMO-LUMO gap ... 0.364 hartree

Geometry (Å):
C (-1.580, 0.097, -0.138)
C (-0.384, 0.679, 0.098)
C (0.629, 0.863, -0.999)
C (0.265, 0.878, 1.457)
H (-2.412, -0.065, 0.651)
H (-1.732, -0.142, -1.129)
H (-0.037, 1.067, -1.924)
H (1.221, 0.044, -0.985)
H (1.122, 1.827, -0.919)
H (0.692, -0.035, 1.887)
H (-0.511, 1.183, 2.185)
H (1.051, 1.518, 1.491)
O (0.397, -2.296, -1.766)
C (0.461, -2.593, -0.678)
S (0.818, -3.026, 0.769)

---

b.
This record from the Open Molecules 2025 dataset describes a cluster of 2 separate species, C5H8OS in total. The level of theory is the ωB97M-V functional and the def2-TZVPD basis.

Values from the calculation:
Highest occupied orbital energy ... -7.6 eV
HOMO-LUMO gap ... 0.301 hartree

Geometry (Å):
C (-1.438, 1.769, 1.062)
C (-1.328, 0.484, 0.607)
C (1.587, -2.024, -0.484)
C (1.170, -0.665, 0.038)
C (-0.734, 0.132, -0.672)
O (-0.311, 1.094, -1.559)
S (1.083, -1.838, 1.297)
H (-1.895, 2.082, 1.931)
H (-0.869, 2.520, 0.534)
H (-1.396, -0.419, 1.321)
H (0.860, -2.744, -0.798)
H (2.591, -2.013, -0.917)
H (1.871, 0.218, 0.154)
H (-1.124, -0.651, -1.220)
H (-0.066, 2.054, -1.296)

---

c.
This record from the Open Molecules 2025 dataset describes the molecule C5H8OS. The level of theory is the ωB97M-V functional and the def2-TZVPD basis.

Values from the calculation:
Highest occupied orbital energy ... -9.5 eV
SMILES ... CC1(C)CSC1=O
HOMO-LUMO gap ... 0.374 hartree

Geometry (Å):
C (-0.152, 0.348, -1.404)
C (0.587, 0.117, -0.034)
C (-0.149, 0.677, 1.228)
C (1.151, -1.277, 0.333)
S (2.944, -0.700, 0.155)
C (1.897, 0.806, -0.069)
O (2.260, 1.946, -0.216)
H (0.387, 0.839, -2.117)
H (-1.094, 0.958, -1.145)
H (-0.440, -0.662, -1.760)
H (0.462, 1.664, 1.437)
H (-0.087, 0.078, 2.101)
H (-1.225, 0.900, 1.029)
H (0.906, -1.580, 1.398)
H (0.848, -2.227, -0.322)

---

Going by the energies, a is most stable and the next is 5.4 kJ/mol up.